This record from the OMol25 dataset describes 15 unconnected molecules or ions with the total composition C107H160N14O15 at a distorted geometry. The level of theory is ωB97M-V with the def2-TZVPD basis set.

Each atom is followed by the atoms it is bonded to, with distances in Å.
CARTESIAN COORDINATES (ANGSTROEM)
1 C 2.98582 -2.02665 5.00298  C2 1.501, H10 1.090, H11 1.090, H12 1.090
2 C 4.07864 -1.31629 4.25794  C1 1.501, C3 1.570, H13 1.090, H14 1.090
3 C 4.99650 -2.37200 3.54424  C2 1.570, N4 1.530, H15 1.090, H16 1.090
4 N 6.03429 -1.67760 2.65976  C3 1.530, C5 1.556, C6 1.512, C9 1.545
5 C 5.24046 -0.98730 1.51326  N4 1.556, H17 1.090, H18 1.090, H19 1.090
6 C 7.01597 -2.70172 2.13703  N4 1.512, C7 1.532, H20 1.090, H21 1.090
7 C 8.22369 -1.91431 1.61748  C6 1.532, C8 1.550, H22 1.090, H23 1.090
8 C 8.38050 -0.73727 2.61419  C7 1.550, C9 1.562, H24 1.090, H25 1.090
9 C 7.02101 -0.73571 3.38431  N4 1.545, C8 1.562, H26 1.090, H27 1.090
10 H 3.36537 -2.39525 5.95597  C1 1.090
11 H 2.46309 -2.79756 4.43680  C1 1.090
12 H 2.27023 -1.26996 5.32459  C1 1.090
13 H 4.62368 -0.53271 4.78426  C2 1.090
14 H 3.51031 -0.79557 3.48726  C2 1.090
15 H 4.47245 -3.08472 2.90743  C3 1.090
16 H 5.48999 -2.93452 4.33679  C3 1.090
17 H 4.56750 -1.71624 1.06174  C5 1.090
18 H 5.83441 -0.51717 0.72947  C5 1.090
19 H 4.75492 -0.16412 2.03739  C5 1.090
20 H 6.54589 -3.45246 1.50179  C6 1.090
21 H 7.19511 -3.34045 3.00191  C6 1.090
22 H 8.07664 -1.54572 0.60229  C7 1.090
23 H 9.07579 -2.57394 1.45343  C7 1.090
24 H 8.64779 0.17142 2.07478  C8 1.090
25 H 9.19238 -0.98193 3.29909  C8 1.090
26 H 6.64504 0.24107 3.68868  C9 1.090
27 H 7.16646 -1.28770 4.31289  C9 1.090
28 C 2.52436 6.41162 0.41630  N29 1.470, H42 1.090, H43 1.090, H44 1.090
29 N 2.25002 7.85211 0.31320  C28 1.470, C30 1.356, C34 1.352
30 C 2.06260 8.59428 1.43211  N29 1.356, C31 1.404, H45 1.080
31 C 1.80907 9.96921 1.30015  C30 1.404, C32 1.369, H46 1.080
32 C 1.48799 10.56847 0.11231  C31 1.369, C33 1.402, C35 1.477
33 C 1.53564 9.69922 -0.98612  C32 1.402, C34 1.402, H47 1.080
34 C 2.00183 8.37959 -0.90636  N29 1.352, C33 1.402, H48 1.080
35 C 1.15667 12.00718 0.06917  C32 1.477, C36 1.433, C40 1.374
36 C 0.50276 12.57292 1.21194  C35 1.433, C37 1.363, H49 1.080
37 C 0.02184 13.84157 1.07669  C36 1.363, N38 1.362, H50 1.080
38 N 0.18072 14.59620 -0.04617  C37 1.362, C39 1.338, C41 1.480
39 C 0.92281 14.14999 -1.06603  N38 1.338, C40 1.418, H51 1.080
40 C 1.27743 12.77738 -1.06181  C35 1.374, C39 1.418, H52 1.080
41 C -0.50934 15.90159 -0.14724  N38 1.480, H53 1.090, H54 1.090, H55 1.090
42 H 2.27493 6.09230 1.42818  C28 1.090
43 H 3.57110 6.20869 0.18994  C28 1.090
44 H 1.84995 5.86803 -0.24534  C28 1.090
45 H 2.32058 8.16441 2.38869  C30 1.080
46 H 1.79137 10.48896 2.24671  C31 1.080
47 H 1.30664 10.09857 -1.96309  C33 1.080
48 H 1.93878 7.72160 -1.76045  C34 1.080
49 H 0.16714 12.06593 2.10454  C36 1.080
50 H -0.40864 14.48258 1.83182  C37 1.080
51 H 1.00644 14.73431 -1.97044  C39 1.080
52 H 1.62552 12.29781 -1.96472  C40 1.080
53 H -1.49939 15.75693 0.28515  C41 1.090
54 H -0.48663 16.12349 -1.21417  C41 1.090
55 H 0.01464 16.76708 0.25830  C41 1.090
56 C 6.63407 -10.65555 -7.66903  N57 1.455, H70 1.090, H71 1.090, H72 1.090
57 N 6.47096 -9.46143 -6.85311  C56 1.455, C58 1.362, C62 1.367
58 C 5.65513 -9.52645 -5.76485  N57 1.362, C59 1.395, H73 1.080
59 C 5.48606 -8.38492 -4.98038  C58 1.395, C60 1.417, H74 1.080
60 C 6.10187 -7.14996 -5.30090  C59 1.417, C61 1.409, C63 1.449
61 C 7.01444 -7.19389 -6.37383  C60 1.409, C62 1.429, H75 1.080
62 C 7.17352 -8.34393 -7.20752  N57 1.367, C61 1.429, H76 1.080
63 C 5.94349 -6.04236 -4.38040  C60 1.449, C64 1.415, C68 1.394
64 C 5.78127 -4.71612 -4.84704  C63 1.415, C65 1.396, H77 1.080
65 C 5.79232 -3.62059 -3.98227  C64 1.396, N66 1.384, H78 1.080
66 N 5.87063 -3.78968 -2.61136  C65 1.384, C67 1.338, C69 1.489
67 C 6.05206 -5.02748 -2.13783  N66 1.338, C68 1.400, H79 1.080
68 C 6.14248 -6.12460 -3.00303  C63 1.394, C67 1.400, H80 1.080
69 C 5.77875 -2.61981 -1.69535  N66 1.489, H81 1.090, H82 1.090, H83 1.090
70 H 7.39560 -10.56677 -8.44380  C56 1.090
71 H 5.67948 -10.96684 -8.09327  C56 1.090
72 H 6.89234 -11.42998 -6.94677  C56 1.090
73 H 5.10648 -10.44332 -5.60770  C58 1.080
74 H 4.73378 -8.33481 -4.20709  C59 1.080
75 H 7.35609 -6.18223 -6.53574  C61 1.080
76 H 7.81508 -8.43565 -8.07145  C62 1.080
77 H 5.78352 -4.48582 -5.90219  C64 1.080
78 H 5.84223 -2.59744 -4.32441  C65 1.080
79 H 6.00384 -5.15923 -1.06699  C67 1.080
80 H 6.34901 -7.09997 -2.58781  C68 1.080
81 H 6.16437 -2.88362 -0.71057  C69 1.090
82 H 4.72485 -2.35587 -1.78333  C69 1.090
83 H 6.39450 -1.79094 -2.04453  C69 1.090
84 C -0.69742 -5.14208 -0.42555  N85 1.425, H98 1.090, H99 1.090, H100 1.090
85 N -1.58325 -6.09063 0.16242  C84 1.425, C86 1.380, C90 1.350
86 C -0.91674 -7.12149 0.79361  N85 1.380, C87 1.426, H101 1.080
87 C -1.73499 -8.10377 1.42451  C86 1.426, C88 1.405, H102 1.080
88 C -3.13588 -8.03495 1.34908  C87 1.405, C89 1.391, C91 1.442
89 C -3.67169 -6.97409 0.62627  C88 1.391, C90 1.379, H103 1.080
90 C -2.92127 -5.99607 0.00726  N85 1.350, C89 1.379, H104 1.080
91 C -3.99910 -8.97749 2.01718  C88 1.442, C92 1.434, C96 1.421
92 C -4.41692 -8.85760 3.38348  C91 1.434, C93 1.387, H105 1.080
93 C -5.21065 -9.81093 4.00469  C92 1.387, N94 1.334, H106 1.080
94 N -5.51127 -10.93321 3.34846  C93 1.334, C95 1.374, C97 1.495
95 C -5.20403 -11.09657 2.01956  N94 1.374, C96 1.420, H107 1.080
96 C -4.59348 -10.04344 1.28915  C91 1.421, C95 1.420, H108 1.080
97 C -6.11651 -12.07991 4.09215  N94 1.495, H109 1.090, H110 1.090, H111 1.090
98 H -1.06526 -4.60111 -1.29742  C84 1.090
99 H 0.27900 -5.59862 -0.58763  C84 1.090
100 H -0.52632 -4.47183 0.41682  C84 1.090
101 H 0.16093 -7.18670 0.82100  C86 1.080
102 H -1.13839 -8.84961 1.92868  C87 1.080
103 H -4.74897 -7.03258 0.57693  C89 1.080
104 H -3.35047 -5.22829 -0.61939  C90 1.080
105 H -4.12884 -7.95749 3.90617  C92 1.080
106 H -5.39895 -9.74612 5.06617  C93 1.080
107 H -5.44614 -12.04383 1.56078  C95 1.080
108 H -4.34900 -10.12101 0.24006  C96 1.080
109 H -6.87047 -12.57157 3.47739  C97 1.090
110 H -6.64238 -11.66403 4.95158  C97 1.090
111 H -5.34752 -12.71527 4.53153  C97 1.090
112 C 0.49143 -2.17069 7.68168  N113 1.461, H126 1.090, H127 1.090, H128 1.090
113 N -0.41299 -1.62552 6.67262  C112 1.461, C114 1.332, C118 1.372
114 C -0.43332 -0.31003 6.46741  N113 1.332, C115 1.384, H129 1.080
115 C -1.34786 0.22216 5.57526  C114 1.384, C116 1.379, H130 1.080
116 C -2.28511 -0.52154 4.89058  C115 1.379, C117 1.410, C119 1.457
117 C -2.25560 -1.91048 5.12987  C116 1.410, C118 1.422, H131 1.080
118 C -1.29861 -2.45413 6.03030  N113 1.372, C117 1.422, H132 1.080
119 C -3.07508 0.14660 3.86455  C116 1.457, C120 1.416, C124 1.426
120 C -3.70797 1.39824 4.05666  C119 1.416, C121 1.380, H133 1.080
121 C -4.35071 2.12530 3.07544  C120 1.380, N122 1.326, H134 1.080
122 N -4.38802 1.65594 1.83601  C121 1.326, C123 1.397, C125 1.479
123 C -3.73962 0.45360 1.54134  N122 1.397, C124 1.401, H135 1.080
124 C -3.13395 -0.33835 2.52493  C119 1.426, C123 1.401, H136 1.080
125 C -5.09008 2.39903 0.76679  N122 1.479, H137 1.090, H138 1.090, H139 1.090
126 H 0.00887 -2.19223 8.65880  C112 1.090
127 H 1.27764 -1.44703 7.89682  C112 1.090
128 H 1.02738 -3.05099 7.32680  C112 1.090
129 H 0.26267 0.31446 7.00778  C114 1.080
130 H -1.33876 1.29525 5.45366  C115 1.080
131 H -2.98157 -2.52961 4.62386  C117 1.080
132 H -1.27966 -3.48748 6.34373  C118 1.080
133 H -3.72404 1.80380 5.05749  C120 1.080
134 H -4.84620 3.06735 3.25827  C121 1.080
135 H -3.87327 0.14851 0.51399  C123 1.080
136 H -2.65239 -1.27734 2.29516  C124 1.080
137 H -5.69888 3.16462 1.24778  C125 1.090
138 H -5.71845 1.60929 0.35500  C125 1.090
139 H -4.45695 2.72755 -0.05742  C125 1.090
140 C -9.15766 0.15827 4.19893  N141 1.468, H154 1.090, H155 1.090, H156 1.090
141 N -8.45954 -0.13934 2.94271  C140 1.468, C142 1.369, C146 1.395
142 C -7.45180 -1.06425 2.87729  N141 1.369, C143 1.384, H157 1.080
143 C -6.82309 -1.42875 1.69996  C142 1.384, C144 1.414, H158 1.080
144 C -7.32456 -0.89797 0.48906  C143 1.414, C145 1.395, C147 1.522
145 C -8.41312 -0.02533 0.49993  C144 1.395, C146 1.410, H159 1.080
146 C -8.90661 0.41687 1.74463  N141 1.395, C145 1.410, H160 1.080
147 C -6.62214 -1.13687 -0.84000  C144 1.522, C148 1.386, C152 1.416
148 C -7.26445 -0.89026 -2.04295  C147 1.386, C149 1.444, H161 1.080
149 C -6.51480 -0.93002 -3.27627  C148 1.444, N150 1.369, H162 1.080
150 N -5.16409 -1.13485 -3.19588  C149 1.369, C151 1.302, C153 1.466
151 C -4.55404 -1.34779 -2.06509  N150 1.302, C152 1.351, H163 1.080
152 C -5.25398 -1.49442 -0.91945  C147 1.416, C151 1.351, H164 1.080
153 C -4.44355 -1.21278 -4.46970  N150 1.466, H165 1.090, H166 1.090, H167 1.090
154 H -9.60774 1.15038 4.16344  C140 1.090
155 H -8.59405 0.05902 5.12660  C140 1.090
156 H -9.96703 -0.56669 4.28525  C140 1.090
157 H -6.97381 -1.26281 3.82518  C142 1.080
158 H -5.96743 -2.07360 1.83562  C143 1.080
159 H -8.79880 0.40177 -0.41398  C145 1.080
160 H -9.74407 1.09703 1.69509  C146 1.080
161 H -8.33094 -0.73969 -1.96340  C148 1.080
162 H -6.91454 -1.04780 -4.27264  C149 1.080
163 H -3.47684 -1.41975 -2.09481  C151 1.080
164 H -4.69223 -1.79160 -0.04622  C152 1.080
165 H -3.37256 -1.35529 -4.32562  C153 1.090
166 H -4.73443 -0.30464 -4.99768  C153 1.090
167 H -4.82871 -2.03454 -5.07342  C153 1.090
168 C -4.55032 6.18602 -0.22788  C169 1.589, H179 1.090, H180 1.090, H181 1.090
169 C -3.28176 6.73376 0.55594  C168 1.589, C170 1.568, N174 1.516, C178 1.541
170 C -2.04752 6.28592 -0.30079  C169 1.568, C171 1.553, H182 1.090, H183 1.090
171 C -1.87054 7.20174 -1.54298  C170 1.553, C172 1.544, H184 1.090, H185 1.090
172 C -1.63664 8.63619 -1.02085  C171 1.544, C173 1.543, H186 1.090, H187 1.090
173 C -2.87935 9.28383 -0.37571  C172 1.543, N174 1.592, C176 1.576, C177 1.557
174 N -3.38689 8.23833 0.71296  C169 1.516, C173 1.592, O175 1.379
175 O -4.12001 8.77919 1.74764  N174 1.379
176 C -4.01978 9.65679 -1.39818  C173 1.576, H188 1.090, H189 1.090, H190 1.090
177 C -2.40830 10.58035 0.34638  C173 1.557, H191 1.090, H192 1.090, H193 1.090
178 C -3.20531 6.12283 1.96807  C169 1.541, H194 1.090, H195 1.090, H196 1.090
179 H -4.77140 6.83345 -1.07645  C168 1.090
180 H -5.46180 6.26590 0.36452  C168 1.090
181 H -4.60448 5.11419 -0.41850  C168 1.090
182 H -2.15763 5.24897 -0.61817  C170 1.090
183 H -1.15197 6.33606 0.31855  C170 1.090
184 H -2.73710 7.06725 -2.19036  C171 1.090
185 H -0.99758 6.94006 -2.14094  C171 1.090
186 H -1.21412 9.24275 -1.82189  C172 1.090
187 H -0.81604 8.47024 -0.32288  C172 1.090
188 H -4.40448 8.80512 -1.95921  C176 1.090
189 H -3.76720 10.34721 -2.20294  C176 1.090
190 H -4.94555 10.07629 -1.00441  C176 1.090
191 H -1.33675 10.40226 0.43678  C177 1.090
192 H -2.87324 10.96422 1.25443  C177 1.090
193 H -2.43713 11.38873 -0.38422  C177 1.090
194 H -3.63283 5.12511 1.86869  C178 1.090
195 H -3.97469 6.49925 2.64220  C178 1.090
196 H -2.23205 6.04693 2.45295  C178 1.090
197 C 1.60296 -1.89263 -0.35454  C198 1.577, H208 1.090, H209 1.090, H210 1.090
198 C 0.61018 -0.83181 0.25983  C197 1.577, C199 1.542, N203 1.564, C207 1.560
199 C 0.57623 -1.03367 1.78779  C198 1.542, C200 1.517, H211 1.090, H212 1.090
200 C 0.37176 0.24023 2.58629  C199 1.517, C201 1.550, H213 1.090, H214 1.090
201 C 1.42693 1.30693 2.19874  C200 1.550, C202 1.541, H215 1.090, H216 1.090
202 C 1.36239 1.78972 0.73638  C201 1.541, N203 1.526, C205 1.574, C206 1.609
203 N 1.10990 0.58707 -0.16878  C198 1.564, C202 1.526, O204 1.406
204 O 1.26302 0.73554 -1.55857  N203 1.406
205 C 2.71726 2.47111 0.31552  C202 1.574, H217 1.090, H218 1.090, H219 1.090
206 C 0.07055 2.74580 0.66541  C202 1.609, H220 1.090, H221 1.090, H222 1.090
207 C -0.84468 -1.03087 -0.26568  C198 1.560, H223 1.090, H224 1.090, H225 1.090
208 H 1.54441 -1.98845 -1.43873  C197 1.090
209 H 1.38168 -2.86303 0.08980  C197 1.090
210 H 2.60862 -1.72181 0.02960  C197 1.090
211 H 1.42071 -1.54017 2.25512  C199 1.090
212 H -0.18184 -1.74299 2.11988  C199 1.090
213 H 0.24166 0.15549 3.66517  C200 1.090
214 H -0.56580 0.68847 2.25742  C200 1.090
215 H 2.39806 0.85422 2.39886  C201 1.090
216 H 1.33803 2.17206 2.85582  C201 1.090
217 H 3.57302 1.80289 0.41176  C205 1.090
218 H 2.94106 3.35998 0.90537  C205 1.090
219 H 2.52142 2.91671 -0.65978  C205 1.090
220 H -0.14310 3.09415 -0.34509  C206 1.090
221 H 0.11411 3.64157 1.28493  C206 1.090
222 H -0.87709 2.31779 0.99234  C206 1.090
223 H -1.19928 -2.05924 -0.19622  C207 1.090
224 H -0.94415 -0.73750 -1.31074  C207 1.090
225 H -1.44915 -0.27035 0.22862  C207 1.090
226 C 0.93610 -3.88925 -3.51994  C227 1.547, H237 1.090, H238 1.090, H239 1.090
227 C 1.22939 -2.94303 -4.70779  C226 1.547, C228 1.553, N232 1.516, C236 1.511
228 C 2.05579 -3.77728 -5.72480  C227 1.553, C229 1.532, H240 1.090, H241 1.090
229 C 2.17577 -3.12070 -7.10326  C228 1.532, C230 1.484, H242 1.090, H243 1.090
230 C 0.84016 -2.93620 -7.72268  C229 1.484, C231 1.537, H244 1.090, H245 1.090
231 C -0.18225 -2.16249 -6.87566  C230 1.537, N232 1.539, C234 1.580, C235 1.585
232 N -0.06492 -2.54385 -5.38908  C227 1.516, C231 1.539, O233 1.425
233 O -1.02542 -1.87613 -4.57529  N232 1.425
234 C -1.61258 -2.57481 -7.40648  C231 1.580, H246 1.090, H247 1.090, H248 1.090
235 C -0.05356 -0.60083 -7.11342  C231 1.585, H249 1.090, H250 1.090, H251 1.090
236 C 2.05620 -1.74556 -4.29936  C227 1.511, H252 1.090, H253 1.090, H254 1.090
237 H 0.49057 -4.82040 -3.87000  C226 1.090
238 H 0.36590 -3.39677 -2.73226  C226 1.090
239 H 1.88073 -4.13963 -3.03715  C226 1.090
240 H 1.54478 -4.71918 -5.92428  C228 1.090
241 H 3.05191 -3.98882 -5.33609  C228 1.090
242 H 2.83320 -3.65120 -7.79207  C229 1.090
243 H 2.60947 -2.13028 -6.96508  C229 1.090
244 H 0.38286 -3.89863 -7.95225  C230 1.090
245 H 0.96121 -2.41658 -8.67319  C230 1.090
246 H -1.69818 -3.62229 -7.11741  C234 1.090
247 H -1.83623 -2.37513 -8.45443  C234 1.090
248 H -2.40276 -2.05058 -6.86898  C234 1.090
249 H 0.82713 -0.04887 -6.78506  C235 1.090
250 H -0.81831 -0.10663 -6.51425  C235 1.090
251 H -0.30023 -0.39222 -8.15445  C235 1.090
252 H 1.51911 -1.07795 -3.62560  C236 1.090
253 H 2.35045 -1.10186 -5.12832  C236 1.090
254 H 3.00830 -1.99547 -3.83123  C236 1.090
255 C 4.60027 3.71169 3.24226  C256 1.542, H259 1.090, H260 1.090, H261 1.090
256 C 5.18230 5.13948 3.26164  C255 1.542, O257 1.247, O258 1.267
257 O 6.24046 5.28388 3.90518  C256 1.247
258 O 4.55510 6.07318 2.67760  C256 1.267
259 H 4.66871 3.26116 2.25209  C255 1.090
260 H 3.52993 3.72219 3.44813  C255 1.090
261 H 5.07500 3.11201 4.01886  C255 1.090
262 C -1.13354 3.72094 3.79328  C263 1.524, H266 1.090, H267 1.090, H268 1.090
263 C -1.79939 4.12296 5.10422  C262 1.524, O264 1.224, O265 1.255
264 O -2.98411 4.42419 5.04158  C263 1.224
265 O -1.20058 3.93228 6.19002  C263 1.255
266 H -1.80012 3.82605 2.93729  C262 1.090
267 H -0.92781 2.65053 3.79689  C262 1.090
268 H -0.21073 4.22392 3.50424  C262 1.090
269 C -2.65333 -4.63413 3.28930  C270 1.544, H273 1.090, H274 1.090, H275 1.090
270 C -3.94749 -3.98053 2.75756  C269 1.544, O271 1.260, O272 1.202
271 O -5.02975 -4.10710 3.38937  C270 1.260
272 O -3.86598 -3.45208 1.68117  C270 1.202
273 H -2.49671 -5.52106 2.67535  C269 1.090
274 H -2.58147 -4.84752 4.35579  C269 1.090
275 H -1.80572 -3.97329 3.10784  C269 1.090
276 C 4.37156 0.61231 -3.28142  C277 1.500, H280 1.090, H281 1.090, H282 1.090
277 C 4.93156 1.55765 -2.26052  C276 1.500, O278 1.261, O279 1.237
278 O 5.53032 1.08066 -1.25788  C277 1.261
279 O 4.70112 2.75948 -2.44451  C277 1.237
280 H 3.33969 0.36751 -3.02958  C276 1.090
281 H 4.87785 -0.35225 -3.31898  C276 1.090
282 H 4.53016 1.00497 -4.28579  C276 1.090
283 C 2.41169 -5.19697 1.62573  C284 1.529, H287 1.090, H288 1.090, H289 1.090
284 C 3.31927 -4.87254 0.43929  C283 1.529, O285 1.255, O286 1.255
285 O 2.89560 -5.06123 -0.72707  C284 1.255
286 O 4.46389 -4.40573 0.65619  C284 1.255
287 H 2.11482 -6.24020 1.51787  C283 1.090
288 H 1.47484 -4.64888 1.52560  C283 1.090
289 H 2.79197 -5.11000 2.64353  C283 1.090
290 C -1.72320 1.19126 -3.73774  C291 1.577, H294 1.090, H295 1.090, H296 1.090
291 C -2.84451 1.50999 -2.67540  C290 1.577, O292 1.235, O293 1.218
292 O -2.56242 1.31153 -1.48903  C291 1.235
293 O -3.82734 2.10231 -3.08450  C291 1.218
294 H -1.06949 0.46619 -3.25293  C290 1.090
295 H -1.18239 2.07273 -4.08216  C290 1.090
296 H -2.19629 0.71231 -4.59499  C290 1.090

Calculated values
Gap between HOMO and LUMO (eV): 1.142
Charge: +8
E_LUMO (eV): -16.1
ΔE to the lowest compared entry with this formula, charge and spin (eV): 0.0000
HOMO level (eV): -17.2
2S+1: 1
Strongest force on any atom (eV/Å): 9.4